# 1
16
Properties=species:S:1:pos:R:3:forces:R:3 method="wB97M-V/def2-TZVPD" smiles="C/C=C(/CCl)NC=S" multiplicity=1 lumo_energy_ev=0.404 de_lowest_ev=0.195
C -0.4385 2.7730 -0.2802 -0.597 -0.387 -0.587
C 0.7724 1.9215 -0.1166 -0.525 0.654 0.157
C 0.7115 0.6868 0.3502 0.814 -0.702 0.178
C 1.9533 -0.0524 0.7187 0.801 0.420 -0.760
Cl 2.1666 -1.4352 -0.4314 0.087 -0.023 0.303
N -0.4456 -0.0702 0.5290 -0.849 0.406 -0.910
C -1.4882 -0.2322 -0.3324 0.956 0.727 0.339
S -2.8259 -1.0585 0.0346 -0.414 -0.302 -0.130
H -1.3170 2.3094 0.1952 0.291 0.230 -0.247
H -0.2998 3.7446 0.1456 0.233 0.608 0.456
H -0.6681 2.9695 -1.3328 -0.084 -0.168 0.018
H 1.7398 2.3773 -0.3005 -0.030 -0.151 0.062
H 1.9821 -0.4490 1.7414 -0.098 0.109 -0.331
H 2.8001 0.6323 0.5280 -0.297 -0.559 0.418
H -0.4854 -0.6368 1.3356 -0.124 -0.683 0.977
H -1.3134 0.2980 -1.2728 -0.164 -0.178 0.056

=====

# 2
16
Properties=species:S:1:pos:R:3:forces:R:3 method="wB97M-V/def2-TZVPD" multiplicity=1 lumo_energy_ev=0.271 de_lowest_ev=5.479
C -0.0144 -0.7776 0.5268 0.110 -0.393 0.070
C 1.4461 -0.7442 1.2117 -2.855 1.722 0.139
C 0.9090 0.3655 0.3777 -1.422 1.531 1.013
C -0.9136 0.8352 -1.0119 -0.423 -3.011 0.480
C -1.2974 0.0481 0.3886 0.519 0.882 -1.111
H 1.4313 -1.5877 -1.6461 -3.441 -0.665 2.026
H 1.9109 -1.5444 0.7948 1.722 -2.140 -0.633
H 1.5087 -0.4924 2.2505 0.543 -0.063 0.318
H 0.5180 1.0655 1.1401 0.694 0.023 0.006
H 0.9667 1.9795 -0.9385 -0.921 -2.116 0.035
H -1.5232 1.7572 -1.0706 0.699 -0.386 -0.280
H -1.2486 -0.0523 -1.8042 1.087 2.967 1.504
H -1.3201 0.7539 1.1797 -0.351 0.546 0.782
N 0.6202 0.9648 -0.8908 0.221 1.994 -1.868
S -0.0412 -1.9666 -0.7735 3.449 -0.548 -2.508
Cl -2.9526 -0.6046 0.2659 0.371 -0.342 0.027

=====

# 3
19
Properties=species:S:1:pos:R:3:forces:R:3 method="wB97M-V/def2-TZVPD" total_charge=-1 multiplicity=1 lumo_energy_ev=3.206 de_lowest_ev=0.412
O -0.6678 0.9345 0.6988 0.681 1.316 -0.701
C -0.8088 -0.2478 -0.6630 -1.273 -0.875 -3.501
C -1.6686 0.6970 1.6296 0.091 -0.032 -0.439
O -1.2272 -0.0604 -1.8377 -0.082 1.793 1.895
O -1.7209 -1.0112 0.0813 0.267 -1.006 1.041
C -2.6148 -0.1856 0.8149 0.605 -0.017 0.147
H -2.1704 1.6240 1.9576 0.126 -0.182 0.064
H -1.2804 0.1333 2.5003 -0.110 0.220 -0.077
H -3.2417 -0.8330 1.4401 0.015 0.130 -0.313
H -3.1983 0.4624 0.1394 -0.011 -0.403 0.052
O 3.0510 0.3925 0.4139 -0.986 0.953 -0.150
O 0.5558 -0.4900 -0.7621 0.381 -0.762 0.969
C 2.7609 -0.9059 0.0946 -0.132 -0.334 -0.336
C 1.2782 -1.2734 0.1884 -0.243 0.128 0.577
H 3.2715 -1.6519 0.7554 -0.020 0.284 -0.039
H 3.0793 -1.1815 -0.9437 -0.049 0.101 0.207
H 0.9080 -1.0301 1.1969 0.086 -0.148 -0.123
H 1.1212 -2.3451 -0.0178 -0.018 0.200 0.006
Cu 1.2565 1.5878 0.0596 0.673 -1.366 0.724

=====

Number 1: Kohn-Sham gap 9.06 eV. Number 2: Kohn-Sham gap 8.79 eV. Number 3: Kohn-Sham gap 7.37 eV.